1.
Computed, not measured: a 2-piece molecular cluster, C9H23N2O3 overall at a distorted geometry, with ωB97M-V/def2-TZVPD.

Each line ends with the natural charge from an NBO analysis.
Element x y z (Å)
O 4.09 0.33 -0.18  -0.6971
H 2.28 -0.69 1.92  0.2325
C -1.04 -2.11 -1.24  -0.6732
H -0.46 3.50 0.53  0.2602
N -0.96 0.17 -0.37  -0.6341
H -0.03 -2.53 -0.97  0.2445
C -1.50 -1.70 1.23  -0.6655
C -0.51 2.56 -0.04  -0.6761
H -0.79 -1.71 -2.22  0.2348
H 4.39 1.27 -0.22  0.4990
C 2.75 0.22 0.00  0.2225
H 0.57 2.45 -0.32  0.2128
H 2.32 1.24 0.22  0.1500
H -2.07 -0.93 1.78  0.2266
H -3.18 1.67 0.32  0.2422
C -1.05 1.35 0.69  0.4327
H -1.74 -2.97 -1.38  0.2438
C 2.46 -0.03 -2.30  -0.0377
H 3.36 -1.57 0.94  0.2651
H 0.61 1.05 1.46  0.4782
H -2.48 2.72 1.52  0.2485
N 1.84 -0.03 -1.18  -0.4822
H 3.55 -0.20 -2.36  0.1927
H 1.98 -0.35 -3.25  0.1880
H -2.03 -2.56 1.32  0.2176
H -3.51 -1.61 -0.59  0.5055
H 1.90 -1.84 0.60  0.2385
O -2.93 -0.82 -0.53  -0.7278
H 0.06 0.05 -0.69  0.4822
C -2.44 1.62 1.12  -0.6580
H -0.90 2.83 -0.96  0.2416
H -1.61 0.49 -1.06  0.4333
H -2.87 0.97 1.86  0.2441
C 2.47 -0.94 0.92  -0.7020
O -0.33 0.93 1.71  -0.6730
H -0.56 -1.66 1.97  0.2642
C -1.63 -1.19 -0.24  0.4255

Its total charge is +1. The multiplicity is 1.



2.
Computed, not measured: C9H23N3O9SV as an isolated structure at a distorted geometry, with ωB97M-V/def2-TZVPD.

Each line ends with the natural charge from an NBO analysis.
Element x y z (Å)
H 2.44 -0.80 -1.66  0.2207
O 1.43 2.78 2.49  -1.2463
H -4.03 4.48 0.37  0.1823
C -0.66 -3.32 2.77  -0.4028
C -0.30 -1.06 1.82  0.5498
H -1.28 -0.87 -1.80  0.2369
H 1.96 -3.05 2.67  0.1857
C -4.03 2.72 -1.58  -0.4069
V 1.36 1.79 0.68  1.3259
C 1.36 -0.60 -1.69  0.5276
H -1.71 2.03 -1.65  0.1119
H -0.08 -3.71 3.60  0.1959
H -1.37 -1.02 2.11  0.0755
O 4.29 -0.78 -0.61  -1.1254
C -1.80 2.56 -0.69  0.5468
N 0.15 -2.29 2.12  -0.4290
S 4.49 0.31 0.35  2.6141
H -4.21 2.89 1.26  0.1819
H -3.70 2.16 -2.45  0.2201
O 5.28 -0.06 1.54  -1.1032
H 2.35 -3.02 -2.19  0.2404
N -3.09 2.92 -0.47  -0.4483
H 1.46 -2.74 -3.71  0.1691
H -0.86 -4.11 2.04  0.1739
C 1.36 -2.84 -2.62  -0.4051
H 2.02 -1.96 1.24  0.2940
H 1.08 3.77 -0.68  0.3977
H 1.35 -3.68 1.16  0.1683
H -4.25 3.73 -1.95  0.1769
H -2.76 3.74 1.50  0.2635
O 0.79 0.36 -1.22  -0.6038
C -3.54 3.59 0.76  -0.4200
H -1.67 -3.02 3.02  0.2008
H -1.23 -2.52 -1.47  0.1701
H 1.64 3.50 3.07  0.4353
O 5.31 1.39 -0.27  -1.1072
C -0.79 -1.77 -2.15  -0.4141
H -1.06 -2.09 -3.16  0.1712
O 1.74 3.10 -0.91  -1.1861
N 0.65 -1.73 -2.06  -0.4635
O 3.19 0.84 0.77  -1.0884
H -4.96 2.28 -1.20  0.1822
O 0.36 -0.14 1.41  -0.5636
C 1.47 -2.76 1.73  -0.4205
H 0.76 -3.72 -2.36  0.1752
O -0.89 2.74 0.08  -0.5593

Its total charge is -2. Its expectation value of S² is 3.76. The multiplicity is 4.



3.
Computed, not measured: a 2-piece molecular cluster, C9H23N5O overall at a distorted geometry, with ωB97M-V/def2-TZVPD.

Each line ends with the natural charge from an NBO analysis.
Element x y z (Å)
H -3.08 -2.70 -1.42  0.4222
H -3.75 -0.75 -2.17  0.2447
C 4.20 0.62 0.19  0.8255
N -1.54 0.59 1.73  -0.7159
H -2.05 -0.36 -2.34  0.2454
C -2.97 -0.15 -1.63  -0.6799
H 5.52 2.29 0.05  0.4703
C 6.42 -0.14 0.72  -0.3215
N 2.93 0.19 0.14  -0.5637
H 6.73 0.73 1.34  0.2093
H -2.33 2.26 -0.87  0.4471
N -2.68 -2.87 -0.53  -0.6951
H 2.90 -0.83 0.28  0.4437
H -4.08 -0.73 1.66  0.2213
H -3.59 -3.18 -0.04  0.3906
H 3.78 2.48 -0.54  0.4408
H 0.37 -0.77 -0.65  0.2664
H -1.67 2.73 0.66  0.4130
H 6.95 -0.90 1.33  0.2590
H -1.28 1.43 2.11  0.3950
C 1.82 0.82 -0.31  -0.0166
C 0.67 0.29 -0.77  -0.4235
H 7.01 -0.07 -0.29  0.2263
N 4.55 1.89 -0.10  -0.7864
H -0.10 0.97 -1.16  0.2112
C -2.09 0.72 0.53  0.6321
C -4.24 -0.42 0.57  -0.6071
N -2.14 1.94 0.09  -0.7416
H 2.11 1.94 -0.39  0.1711
C -1.96 -1.78 0.13  -0.4900
H -2.11 -3.80 -0.67  0.4480
H -5.00 -0.97 0.03  0.2340
H -2.03 -1.88 1.23  0.1419
H -4.60 0.54 0.54  0.2198
O 5.03 -0.36 0.53  -0.4331
H -3.24 0.90 -2.05  0.2327
C -2.81 -0.42 -0.17  -0.1789
H -1.67 -0.27 2.26  0.4420

Its total charge is +2. The multiplicity is 1.



4.
Computed, not measured: a 2-piece molecular cluster, C9H23NSi overall at a distorted geometry, with ωB97M-V/def2-TZVPD.

Each line ends with the natural charge from an NBO analysis.
Element x y z (Å)
Si -1.56 1.41 -1.43  1.4995
H -2.32 2.33 -3.38  0.2260
H 3.05 -0.26 0.50  0.1739
C 1.28 1.18 2.39  -0.6142
H 1.65 1.43 1.35  0.2166
C 1.85 -0.21 2.57  -0.4385
H -0.90 -0.29 1.58  0.2023
H -3.32 2.97 -2.21  0.2373
C -2.89 2.01 -2.60  -1.1034
H 1.14 -1.76 -1.27  0.2035
C 1.42 -1.05 1.35  0.0553
H -1.33 -1.25 -1.41  0.2201
C -0.91 -1.20 1.96  -0.5946
N 0.03 2.15 -1.99  -1.2509
H -1.80 -1.77 1.68  0.2117
H 0.12 -2.41 0.49  0.2064
H -2.87 -0.48 -1.41  0.2201
C 2.30 -0.96 0.36  -0.2076
H 0.71 -2.74 2.10  0.2176
C 2.20 -1.36 -1.11  -0.6370
H 2.96 -1.98 -1.56  0.2201
H 0.19 1.23 2.53  0.2132
C 0.30 -1.96 1.45  -0.4519
C -1.85 -0.46 -1.83  -1.0783
H 2.92 -0.35 2.53  0.2166
H 1.49 -0.79 3.43  0.1946
H -1.78 1.61 0.01  -0.2063
H 1.67 1.91 3.13  0.2087
H -0.88 -1.24 3.11  0.2068
H -0.16 2.50 -2.94  0.3672
H 0.85 1.53 -2.10  0.3873
H -2.03 -0.66 -2.88  0.2309
H -3.72 1.30 -2.78  0.2494
H 2.21 -0.34 -1.65  0.1978

Its total charge is 0. Its structure (SMILES) is CC=C(CC)CC.C[SiH](C)N. The multiplicity is 1.



5.
Computed, not measured: C9H24AlN4S3 as an isolated structure at a distorted geometry, with ωB97M-V/def2-TZVPD.

Each line ends with the natural charge from an NBO analysis.
Element x y z (Å)
C 1.11 3.56 -0.37  -0.7263
H -0.30 -3.22 -2.64  0.2796
H 1.24 1.37 -2.32  0.2137
H -1.28 -0.01 -1.74  0.4434
H -1.91 -0.97 2.11  0.2097
H 0.96 -2.38 3.81  0.4653
H 0.57 -1.16 -3.22  0.2492
H -3.16 0.96 -0.02  0.2013
H 1.55 -3.89 0.59  0.2258
C 0.92 -0.54 2.89  0.3614
C -2.46 -0.05 1.73  -0.3928
C -0.58 -2.42 -1.94  -0.5683
N 0.93 -1.36 3.95  -0.7031
C 1.11 -3.95 -0.41  -0.7556
H -0.36 3.32 -2.68  0.2971
H 0.10 2.45 2.17  0.4514
H -2.19 0.87 2.34  0.1915
H 0.08 0.97 -3.60  0.2826
H 1.36 3.86 0.66  0.2511
H -1.64 -2.18 -2.10  0.2479
H 1.64 1.99 1.75  0.4219
C -3.06 -0.03 0.51  -0.3444
N 0.70 1.63 1.99  -0.7551
C 0.18 1.21 -2.53  -0.2424
H 1.88 2.89 -0.78  0.2242
S -0.54 -3.19 -0.30  0.2251
H 1.29 -1.35 -1.62  0.2052
H 0.93 -5.00 -0.67  0.2760
C -0.67 2.40 -2.15  -0.5380
H 0.83 -1.03 4.92  0.4572
Al 0.51 0.63 0.16  1.6793
H 1.77 -3.49 -1.15  0.2250
C 0.34 -1.24 -2.15  -0.2400
S -0.59 2.77 -0.36  0.2776
H -2.82 -0.90 -0.22  0.2093
N 0.77 0.76 3.12  -0.4162
H 1.04 4.46 -0.99  0.3051
H 0.47 1.12 4.03  0.4586
S 1.27 -1.16 1.28  -0.1439
H -1.73 2.23 -2.35  0.2786
N -0.25 0.05 -1.68  -0.7880

Its total charge is +3. The multiplicity is 1.



6.
Computed, not measured: C9H24AuGeN6S as an isolated structure, with ωB97M-V/def2-TZVPD.

Each line ends with the natural charge from an NBO analysis.
Element x y z (Å)
H -3.76 -1.52 2.81  0.2371
H -0.97 2.62 3.21  0.2392
N -0.84 -1.14 -2.60  -0.8663
H 4.33 -1.97 -3.16  0.2406
H 0.37 1.63 -2.19  0.4201
N -0.52 1.71 -1.70  -0.8785
H -2.45 2.61 2.24  0.2330
N 3.99 0.04 0.42  -0.3470
N 2.87 -0.28 -1.33  -0.2223
C -1.21 -0.43 4.80  -1.0749
H -4.19 -0.06 1.90  0.2343
H -2.48 0.99 -1.87  0.2034
C -1.29 0.02 -3.38  -0.2309
S 2.06 1.93 0.13  -0.2551
C -3.78 -0.43 2.84  -1.0698
H -1.20 -1.52 4.77  0.2380
H -0.19 -0.07 4.95  0.2389
H -4.44 -0.12 3.65  0.2474
H -1.55 -1.41 -1.92  0.3757
N 1.96 -0.09 -2.37  -0.6670
H -2.17 -0.20 -4.00  0.2013
H -0.64 2.70 -1.50  0.4024
H -1.98 2.02 -3.21  0.2077
H -0.79 -1.43 1.62  0.1700
H 1.15 -0.72 -2.27  0.4165
C -0.94 -0.35 1.63  -0.7482
N 4.53 -1.07 -0.14  -0.2315
H 4.36 0.41 1.29  0.4424
C -1.64 1.23 -2.53  -0.2316
H 4.79 -3.03 -1.82  0.2695
C 2.98 0.55 -0.27  0.2598
H -0.73 -1.92 -3.23  0.3748
C 4.02 -2.36 -2.19  -0.6689
Au -0.17 0.74 0.28  0.7265
Ge -2.00 0.30 3.17  1.5398
H -2.55 2.64 4.00  0.2468
H -1.81 -0.12 5.66  0.2472
H -0.49 0.30 -4.07  0.1882
C -1.99 2.24 3.15  -1.0876
C 3.83 -1.27 -1.21  0.3606
H 3.09 -2.93 -2.32  0.2403
H 2.43 -0.23 -3.25  0.3779

Its total charge is +1. The multiplicity is 1.



Number 1: calculated total energy -691.625401 Eh. Number 2: calculated total energy -2540.323816 Eh. Number 3: calculated total energy -705.048143 Eh. Number 4: calculated total energy -700.901918 Eh. Number 5: calculated total energy -2012.280835 Eh. Number 6: calculated total energy -3296.373022 Eh.